The following is a DFT calculation (ωB97M-V/def2-TZVPD) of the molecule C4H7NO2.

Each line ends with the Löwdin charge.
CARTESIAN COORDINATES (ANGSTROEM)
O: -2.26542 -0.98220 0.68676  -0.052
O: 2.25394 0.64524 0.56500  -0.082
N: 0.84285 1.00296 0.50470  -0.024
C: -0.06204 -0.18080 0.67903  -0.071
C: 0.43645 0.20061 -1.95306  -0.009
C: 0.28586 0.17504 -0.50516  -0.241
C: -1.24067 -0.49735 1.52763  -0.210
H: 1.45612 -0.12582 -2.17933  0.092
H: -1.56266 0.46828 1.92605  0.130
H: -1.87192 -1.69541 0.16241  0.095
H: 2.65359 1.44587 0.92878  0.075
H: -1.06521 -1.16417 2.38042  0.119
H: 0.33423 1.24056 -2.27686  0.096
H: -0.29199 -0.43834 -2.44977  0.081

Atoms 1-2, force components in eV/Å:
O 0.0 -0.4 -0.1
O 0.4 -0.3 0.7

Relative energy (zero: lowest compared OMol25 entry of this formula, charge and spin)   526.3 kJ/mol
SMILES   CC1=C(CO)N1O
HOMO energy   -0.319 Ha